Here is C31H31CaF9N3O2S as an isolated structure from OMol25. Energies are from ωB97M-V/def2-TZVPD.

The geometry in XYZ format:
```
78
C31H31CaF9N3O2S, DFT ωB97M-V/def2-TZVPD
Ca -0.5883 -0.4274 -0.1164
C 2.5134 2.4576 -0.6168
C 1.4589 2.4550 0.4604
C 0.1117 2.6239 0.1345
C -0.8604 2.7799 1.1207
C -2.2988 3.0072 0.7245
C -0.4679 2.7594 2.4530
C 0.8589 2.5564 2.8149
C 1.2570 2.5447 4.2700
C 1.8083 2.3938 1.8065
H 2.8833 3.4719 -0.7780
H 2.1107 2.1094 -1.5688
H 3.3754 1.8462 -0.3425
H -0.1879 2.6695 -0.9081
H -2.5612 4.0657 0.7764
H -2.9903 2.4736 1.3803
H -2.4799 2.6878 -0.3039
H -1.2161 2.8953 3.2298
H 1.2686 3.5586 4.6758
H 2.2518 2.1227 4.4120
H 0.5531 1.9684 4.8760
H 2.8519 2.2565 2.0768
O -1.4894 -2.5854 -0.3621
C -2.7008 -3.0482 0.3188
C -3.8861 -2.1614 0.0142
C -3.6553 -0.6653 0.2796
C -3.1843 -0.3999 1.7031
C -4.0815 -0.2381 2.7456
C -3.5961 -0.0943 4.0339
C -2.2279 -0.1152 4.2592
C -1.3985 -0.2549 3.1706
N -1.8523 -0.3964 1.9117
H -1.5341 -2.8196 -1.2989
H -2.4444 -3.0325 1.3750
H -2.8782 -4.0821 0.0368
H -4.7242 -2.5101 0.6246
H -4.1845 -2.2803 -1.0295
H -4.5692 -0.1074 0.0812
H -2.9449 -0.2845 -0.4628
H -5.1460 -0.2292 2.5448
H -4.2801 0.0305 4.8643
H -1.8126 -0.0127 5.2524
H -0.3207 -0.2425 3.2924
S 5.1112 -4.0761 -0.5182
C 3.7101 -3.0180 -0.1960
C 2.7321 -3.3913 0.7189
C 1.6602 -2.5498 0.9294
N 1.5098 -1.3827 0.2842
C 2.4565 -1.0295 -0.6007
C 3.5601 -1.8161 -0.8711
C 6.2559 -3.3713 0.6424
C 6.2693 -3.7723 1.9712
C 7.1794 -3.1835 2.8342
N 8.0621 -2.2493 2.4649
C 8.0498 -1.8912 1.1776
C 7.1762 -2.4162 0.2369
H 2.8051 -4.3270 1.2564
H 0.8814 -2.8195 1.6343
H 2.3102 -0.0933 -1.1221
H 4.2902 -1.4950 -1.6023
H 5.5905 -4.5373 2.3268
H 7.2026 -3.4820 3.8763
H 8.7760 -1.1438 0.8782
H 7.2174 -2.0905 -0.7949
F -0.1913 -1.5528 -5.0121
C 0.1872 -1.1261 -3.8120
F -0.0058 -2.1392 -2.9356
F 1.5022 -0.9009 -3.8360
C -0.5914 0.1368 -3.3320
O -0.4012 0.2758 -1.9934
C -2.1192 -0.0522 -3.6026
F -2.8347 0.8535 -2.9379
F -2.4439 0.0140 -4.8885
F -2.5165 -1.2613 -3.1349
C -0.0909 1.3964 -4.1050
F -0.8737 2.4438 -3.8265
F -0.0871 1.2028 -5.4250
F 1.1506 1.7185 -3.7320
```

Its total energy is -3489.2375 a.u. As for the spin multiplicity: 1. The energy above the lowest of the compared OMol25 structures with the same formula, charge and spin is 57.2 kJ/mol. As for the HOMO energy: -11.62 eV. Its frontier orbital gap is 8.88 eV. As for the total charge: +1.

---

Here is a 2-piece molecular cluster, C29H31N3O4 overall from OMol25. Energies are from ωB97M-V/def2-TZVPD.

The geometry in XYZ format:
```
67
C29H31N3O4, DFT ωB97M-V/def2-TZVPD
C 4.1295 -2.7760 1.5670
C 5.4593 -2.8486 1.8330
C 6.2417 -1.6708 1.9360
N 7.6692 -1.7427 1.9007
O 8.3187 -0.6736 1.8818
O 8.2256 -2.8611 1.8598
C 5.5987 -0.4111 1.8844
C 4.2596 -0.3209 1.6213
C 3.5020 -1.5109 1.2822
O 2.2968 -1.5518 0.8403
H 3.4900 -3.6625 1.4800
H 5.9543 -3.8060 2.0005
H 6.1980 0.4842 2.0628
H 3.7387 0.6432 1.5933
C -5.2500 1.6299 -1.5798
N -3.9550 1.6712 -0.9368
C -3.6329 2.6628 -0.0595
O -4.3573 3.6153 0.2364
C -2.2270 2.3848 0.4619
C -2.2149 2.1121 1.9669
C -2.7068 3.2807 2.7879
C -3.8031 3.1266 3.6413
C -4.3165 4.2293 4.3288
C -3.7018 5.4831 4.1995
C -2.5712 5.6238 3.3826
C -2.0699 4.5203 2.6843
N -1.8089 1.2232 -0.3186
C -0.5920 0.6569 -0.1027
C -0.0836 -0.4588 -0.7544
C 1.2492 -0.9257 -0.7662
C 1.6195 -2.0534 -1.6469
C 2.9715 -2.4566 -1.8113
C 3.3033 -3.5650 -2.5624
C 2.3491 -4.1853 -3.3922
C 2.7534 -5.3743 -4.2395
C 1.0364 -3.7106 -3.3515
C 0.6712 -2.6772 -2.4775
C -2.8878 0.7236 -1.2334
C -3.3494 -0.6911 -0.8904
C -2.5053 0.8327 -2.7189
H -5.9050 2.3958 -1.1585
H -5.1666 1.8101 -2.6583
H -5.7214 0.6529 -1.4336
H -1.6005 3.2584 0.2243
H -2.8490 1.2297 2.1703
H -1.1847 1.8582 2.2496
H -4.2663 2.1423 3.7316
H -5.2000 4.1098 4.9604
H -4.1044 6.3491 4.7330
H -2.0817 6.5949 3.2810
H -1.1934 4.6180 2.0386
H 0.0686 1.1941 0.6018
H -0.7188 -0.9423 -1.4964
H 2.0100 -0.2354 -0.4251
H 3.7686 -1.9209 -1.3016
H 4.3173 -3.9539 -2.5499
H 1.9221 -5.7214 -4.8585
H 3.5838 -5.0914 -4.8947
H 3.0990 -6.2187 -3.6271
H 0.2916 -4.1694 -4.0066
H -0.3700 -2.3952 -2.4923
H -3.7632 -0.7186 0.1267
H -4.1405 -0.9972 -1.5886
H -2.5315 -1.4135 -0.9573
H -2.3684 1.8892 -2.9896
H -1.5805 0.2876 -2.9352
H -3.3170 0.4182 -3.3351
```

Its total energy is -1588.7309 a.u. As for the spin multiplicity: 1. The energy above the lowest of the compared OMol25 structures with the same formula, charge and spin is 641.9 kJ/mol. As for the HOMO energy: -7.31 eV. Its frontier orbital gap is 5.98 eV.

---

Here is an isolated ion of composition C4H12N3 and charge +1 from OMol25. Energies are from ωB97M-V/def2-TZVPD.

The geometry in XYZ format:
```
19
C4H12N3, DFT ωB97M-V/def2-TZVPD
N 1.7054 0.6499 -0.6413
C 1.4152 1.0520 0.7265
C 0.2529 0.3267 1.4393
C -0.5097 -0.6381 0.5418
N 0.1414 -1.6692 -0.2166
C -1.7447 -0.3273 0.0906
N -1.9512 -0.4998 -1.3521
H 2.6171 1.0104 -0.9108
H 1.2011 1.1768 -1.3580
H 1.2477 2.1226 0.8773
H 2.3205 0.8967 1.3106
H 0.6236 -0.1650 2.3429
H -0.5510 0.9597 1.8171
H 0.5762 -2.3361 0.4144
H 0.9190 -1.2255 -0.7170
H -2.4169 0.2664 0.6917
H -1.2499 -1.2276 -1.6031
H -1.6893 0.3579 -1.8303
H -2.9077 -0.7304 -1.6229
```

Its total energy is -323.5772 a.u. As for the spin multiplicity: 1. The energy above the lowest of the compared OMol25 structures with the same formula, charge and spin is 265.4 kJ/mol. As for the HOMO energy: -13.35 eV. Its frontier orbital gap is 9.77 eV. As for the SMILES: NCC/C(N)=C/[NH3+]. As for the total charge: +1.

---

Here is C20H26FN3O5S in the gas phase from OMol25. Energies are from ωB97M-V/def2-TZVPD.

The geometry in XYZ format:
```
56
C20H26FN3O5S, DFT ωB97M-V/def2-TZVPD
C -6.5577 1.0889 -2.6534
C -6.2822 -0.0055 -1.6392
O -5.1900 0.4100 -0.8204
C -4.8867 -0.4272 0.1962
O -5.4845 -1.4550 0.4158
N -3.8724 0.0387 0.9628
C -3.0826 1.2066 0.6535
C -1.6568 0.8061 0.2705
C -1.0356 -0.0253 1.3973
N 0.3319 -0.4194 1.0844
C 0.6873 -1.1641 0.0124
O -0.0915 -1.5568 -0.8330
C 2.1567 -1.4438 -0.0781
C 2.9157 -1.7181 0.9789
C 4.3855 -1.9850 0.8520
N 4.9155 -1.4975 -0.3971
S 5.4942 0.0603 -0.3658
O 6.3596 0.1525 0.7715
O 6.0064 0.3501 -1.6694
C 4.0901 1.1494 -0.0575
C 3.6474 1.3322 1.2387
C 2.5352 2.1217 1.4767
C 1.9001 2.7118 0.3960
F 0.8059 3.4621 0.6227
C 2.3540 2.5626 -0.9033
C 3.4686 1.7710 -1.1241
C 4.1492 -1.9005 -1.5532
C 2.6900 -1.4407 -1.4820
C -1.9185 -1.2484 1.6649
C -3.3354 -0.7940 2.0140
H -6.8145 2.0146 -2.1454
H -5.6768 1.2612 -3.2660
H -7.3840 0.7929 -3.2931
H -7.1549 -0.1899 -1.0028
H -6.0183 -0.9475 -2.1329
H -3.5580 1.7500 -0.1609
H -3.0571 1.8503 1.5420
H -1.0621 1.7019 0.0904
H -1.6733 0.2053 -0.6385
H -0.9834 0.5874 2.3050
H 1.0617 -0.1133 1.7057
H 2.5009 -1.7942 1.9740
H 4.9497 -1.4975 1.6491
H 4.5790 -3.0639 0.9200
H 4.1914 0.8759 2.0497
H 2.1662 2.2965 2.4754
H 1.8430 3.0601 -1.7120
H 3.8808 1.6410 -2.1125
H 4.6522 -1.4793 -2.4234
H 4.1995 -2.9918 -1.6098
H 2.0514 -2.0941 -2.0815
H 2.5803 -0.4330 -1.8915
H -1.5064 -1.8400 2.4839
H -1.9420 -1.8654 0.7668
H -3.9995 -1.6516 2.1290
H -3.3252 -0.2180 2.9475
```

Its total energy is -1816.2740 a.u. As for the spin multiplicity: 1. As for the HOMO energy: -9.18 eV. Its frontier orbital gap is 9.48 eV. As for the SMILES: CCOC(=O)N1CCC(NC(=O)C2=CCN(S(=O)(=O)c3ccc(F)cc3)CC2)CC1.

---

Look up the frontier orbital gap of the fourth one. 9.48 eV

---

What is the frontier orbital gap in the fourth record? 9.48 eV

---

Which value of frontier orbital gap does entry 1 give? 8.88 eV